No. 1
Molecular formula: C4H9NO2
Method: DFT, the ωB97M-V functional and the def2-TZVPD basis

The total energy is -363.00973 Eh. The HOMO-LUMO gap is 10.16 eV. As for the LUMO energy: 0.6 eV.

XYZ file:
```
16
Properties=species:S:1:pos:R:3:forces:R:3
C -1.976 -0.540 -0.420 -0.1 -0.1 0.0
C -0.463 -0.462 -0.392 -0.1 -0.3 0.0
O -0.108 0.721 -1.090 0.0 -0.2 -0.6
C 0.130 -0.409 1.034 -0.1 0.1 0.0
N 1.484 0.148 0.974 0.2 0.0 -0.1
C 1.701 1.279 0.155 0.8 0.3 0.0
O 1.457 2.424 0.407 0.0 -0.5 0.1
H -2.335 -1.474 0.021 0.0 0.1 0.0
H -2.319 -0.478 -1.456 0.0 -0.1 0.2
H -2.406 0.305 0.129 0.1 -0.1 -0.1
H -0.026 -1.320 -0.922 -0.1 0.0 0.1
H 0.782 0.623 -1.473 -1.0 -0.1 -0.2
H -0.503 0.185 1.701 0.1 0.1 -0.2
H 0.197 -1.417 1.468 -0.1 0.3 -0.1
H 2.139 -0.565 0.677 -0.1 -0.1 0.0
H 2.246 0.980 -0.813 0.3 0.5 0.9
```
Positions in Å, forces in eV/Å.

---

No. 2
Molecular formula: C23H47ClN7O5
Method: DFT, the ωB97M-V functional and the def2-TZVPD basis

The total energy is -2122.44011 Eh. Its expectation value of S² is 0.7660. The HOMO-LUMO gap (alpha / beta) is 5.86 / 1.80 eV. The spin multiplicity is 2. As for the LUMO energy (alpha / beta): -11.7 / -15.8 eV. Its total charge is +4.

XYZ file:
```
83
Properties=species:S:1:pos:R:3:forces:R:3
Cl 3.069 5.906 -19.128 0.8 -3.5 -2.8
O 3.457 6.729 -20.255 -0.1 1.4 0.8
O 1.705 6.134 -18.751 -1.0 1.7 1.1
O 3.070 4.548 -19.663 0.4 0.3 0.8
O 3.990 6.026 -18.025 -0.5 0.6 0.2
C 3.285 6.106 -14.490 -0.5 0.2 1.2
C 3.796 5.862 -13.048 -1.1 -1.0 -0.7
N 5.151 5.318 -13.150 4.0 -1.1 0.3
C 5.505 3.964 -13.117 -2.4 4.0 0.8
C 6.914 3.908 -13.110 1.4 1.2 -0.8
N 7.450 5.190 -13.294 -4.7 -2.8 0.5
C 6.335 6.025 -13.274 0.1 -1.2 -0.3
C 8.848 5.509 -13.287 0.8 1.4 -0.4
H 3.817 6.998 -14.823 -0.4 0.1 -0.4
H 2.216 6.264 -14.353 0.0 0.5 -0.3
H 3.360 5.314 -15.235 0.5 -0.2 0.3
H 3.292 5.117 -12.433 -0.5 -0.4 -0.5
H 3.651 6.728 -12.402 1.0 0.4 -0.3
H 4.621 3.375 -12.922 0.6 -1.3 -0.2
H 7.479 2.996 -12.984 0.5 0.1 -0.1
H 6.359 7.099 -13.388 0.2 0.1 0.1
H 9.325 4.894 -12.524 0.2 0.5 0.0
H 8.839 6.592 -13.165 0.7 -0.1 0.9
H 9.328 5.431 -14.263 -0.3 -0.8 -0.1
C 4.620 10.396 -21.169 0.1 1.0 0.9
C 5.031 10.862 -19.757 0.5 -0.9 -0.5
N 4.174 10.485 -18.630 -0.7 -1.4 0.4
C 4.665 10.593 -17.344 -3.7 -0.4 0.9
C 3.620 10.097 -16.528 2.0 0.4 -1.3
N 2.635 9.538 -17.330 2.3 2.4 -3.3
C 2.994 9.811 -18.659 1.7 1.1 2.3
C 1.434 8.902 -16.923 -0.5 -1.1 1.0
H 3.794 11.021 -21.508 0.1 -0.1 -0.4
H 4.390 9.337 -21.283 0.1 0.0 0.4
H 5.537 10.616 -21.715 -0.4 0.0 -0.5
H 5.215 11.934 -19.682 -0.2 0.0 -0.3
H 5.976 10.367 -19.532 0.1 0.1 0.0
H 5.516 11.211 -17.100 0.0 -0.3 0.0
H 3.616 10.211 -15.454 -0.5 -0.4 -0.1
H 2.515 9.645 -19.613 -0.4 -0.5 0.5
H 0.896 8.470 -17.768 0.2 0.3 0.0
H 0.812 9.562 -16.319 0.0 0.0 -0.2
H 1.786 8.067 -16.318 -0.5 -0.2 0.1
C 2.213 2.964 -23.376 0.1 1.1 -0.9
C 1.726 3.913 -24.523 -0.4 -3.3 -1.1
N 1.848 5.324 -24.395 0.2 4.4 1.0
C 1.958 5.897 -23.142 0.0 0.9 0.8
C 1.913 7.256 -23.228 -0.7 -0.2 -0.9
N 1.759 7.591 -24.563 0.1 -2.4 -0.5
C 1.748 6.401 -25.279 -0.3 0.1 1.8
C 1.613 8.998 -25.028 -0.2 -0.7 -0.6
H 1.586 2.943 -22.485 0.4 0.6 0.2
H 3.262 3.239 -23.268 0.0 -0.4 0.9
H 2.162 1.934 -23.730 0.1 0.2 -0.4
H 0.694 3.632 -24.728 -0.1 0.4 -0.2
H 2.310 3.584 -25.383 -0.1 0.2 -0.2
H 2.038 5.390 -22.192 0.2 -0.5 -0.3
H 1.760 8.022 -22.483 0.5 -0.2 0.1
H 1.559 6.328 -26.340 0.2 -0.1 0.0
H 0.804 9.478 -24.477 0.2 -0.1 0.2
H 1.296 8.988 -26.071 0.2 0.0 0.0
H 2.554 9.538 -24.932 -0.1 -0.2 0.1
C -0.888 4.621 -20.132 0.3 1.3 -0.2
N -1.896 5.789 -20.203 -0.9 0.4 0.6
C -2.235 6.226 -18.788 -0.8 -0.2 -0.6
C -1.268 7.009 -20.835 0.7 -2.0 0.1
C -3.178 5.354 -20.963 1.0 0.5 -1.4
C -4.091 6.491 -21.524 0.9 -1.4 -1.2
O -4.582 7.306 -20.572 -0.8 1.3 2.1
H -0.775 4.185 -21.125 -0.8 -0.6 0.3
H -1.091 4.017 -19.248 -0.5 -0.4 -0.7
H 0.124 4.990 -19.969 -0.1 0.7 0.4
H -2.775 7.173 -18.790 0.4 0.2 -0.4
H -1.287 6.300 -18.256 -0.4 -0.3 0.3
H -3.023 5.564 -18.427 0.7 -0.5 0.5
H -0.804 6.646 -21.751 -0.3 0.4 -0.4
H -0.422 7.138 -20.159 -0.1 1.1 0.0
H -2.019 7.789 -20.958 0.5 0.0 0.2
H -3.647 4.525 -20.433 -0.2 0.4 0.3
H -2.727 4.926 -21.858 -0.3 -0.3 -0.2
H -4.905 6.075 -22.118 0.1 -0.9 0.1
H -3.587 7.100 -22.275 0.8 -0.2 -0.2
H -5.384 7.704 -20.919 -0.2 0.3 0.3
```
Positions in Å, forces in eV/Å.

---

No. 3
Molecular formula: C3H6N2O2
Method: DFT, the ωB97M-V functional and the def2-TZVPD basis

The total energy is -377.85316 Eh. The HOMO-LUMO gap is 9.62 eV. As for the LUMO energy: 0.7 eV.

XYZ file:
```
13
Properties=species:S:1:pos:R:3:forces:R:3
H 3.219 0.127 2.010 -0.4 -0.1 0.1
N 2.297 -0.260 2.231 -1.3 0.7 -1.2
C 1.434 0.202 1.397 2.7 -0.4 1.3
O 0.144 -0.182 1.469 -0.8 1.1 -1.0
C -0.538 0.230 0.330 -1.2 -0.5 -1.4
O -0.907 1.550 0.191 0.5 -0.8 0.7
C -0.854 -0.654 -0.630 1.4 -1.2 2.1
N -1.505 -0.337 -1.808 -0.7 0.4 -1.9
H 1.693 0.898 0.583 -0.4 -0.2 0.2
H -1.472 1.553 -0.609 0.2 0.0 0.3
H -0.591 -1.703 -0.518 0.2 0.2 0.5
H -2.105 -1.122 -2.079 0.0 0.5 0.2
H -0.816 -0.302 -2.565 -0.3 0.3 0.1
```
Positions in Å, forces in eV/Å.